# 1
The following is a DFT calculation (ωB97M-V/def2-TZVPD) of a 2-piece molecular cluster, C28H38F7N3O6PS overall.

```
84
Properties=species:S:1:pos:R:3:forces:R:3:mulliken_charge:R:1
C 2.157 -4.465 2.372 -0.948 0.319 -0.242 -1.3370
C 1.736 -4.228 0.892 0.625 -1.153 0.777 -0.6054
N 1.311 -2.842 0.619 0.176 -0.112 -0.254 0.2358
C 2.251 -1.945 0.271 1.579 0.295 0.461 0.6213
C 3.713 -2.328 0.184 -0.565 -0.925 -0.806 -1.9885
C 4.015 -2.718 -1.313 1.040 -0.211 -0.148 0.4641
C 5.400 -2.219 -1.774 -0.223 -0.386 0.545 -1.4513
O 4.003 -4.142 -1.477 -0.714 0.074 0.322 -0.6312
C 1.910 -0.628 0.013 -0.362 0.325 0.246 0.2114
C 2.890 0.436 -0.388 0.696 0.253 -0.939 -1.9602
C 3.115 0.491 -1.908 0.056 -0.121 0.297 0.8620
C 2.139 0.172 -2.823 -1.155 -0.441 0.758 0.0719
C 2.364 0.194 -4.176 -0.410 -0.268 -0.599 -0.9570
C 3.603 0.545 -4.655 -0.413 -0.108 -0.378 -0.5451
C 4.570 0.901 -3.747 1.383 0.363 -1.013 -0.8062
C 4.346 0.878 -2.401 0.120 0.156 1.188 -0.3849
C 0.573 -0.294 0.114 -0.107 1.568 -0.084 0.8815
C 0.239 1.169 -0.197 -1.202 0.942 -1.217 -0.5199
O -0.288 1.465 -1.248 0.985 -0.575 1.255 -0.4778
O 0.578 2.045 0.771 -0.279 -1.358 -0.227 -0.2490
C -0.554 2.869 1.242 -1.345 1.849 0.946 -0.8390
N -0.129 3.985 2.005 0.608 -0.557 -1.155 -0.2801
C 0.446 5.045 1.153 0.495 0.396 0.385 -0.7978
C -0.398 -1.220 0.479 0.153 0.149 -0.490 0.0663
S -2.130 -0.718 0.610 -1.338 1.014 1.928 1.3511
O -2.657 -1.041 1.897 0.256 -1.140 0.232 -0.5809
O -2.319 0.671 0.342 0.898 0.037 -1.235 -0.6084
C -3.043 -1.622 -0.760 -0.022 0.520 -0.635 0.5800
F -3.304 -0.695 -1.695 -0.083 0.159 0.152 -0.2331
F -2.255 -2.521 -1.367 0.043 -0.351 0.427 -0.2448
C -4.430 -2.214 -0.363 -0.332 -0.489 -0.451 0.7340
F -4.804 -2.982 -1.413 0.156 0.109 -0.078 -0.3047
F -4.403 -3.021 0.697 0.305 0.297 0.199 -0.2053
C -5.565 -1.149 -0.185 -0.996 -0.593 0.541 0.6130
F -5.185 -0.098 0.529 0.266 0.032 -0.357 -0.1893
F -6.562 -1.753 0.482 0.269 0.018 -0.002 -0.2579
F -6.067 -0.791 -1.357 0.473 0.390 -0.014 -0.2336
C 0.001 -2.508 0.739 -0.403 -1.575 0.382 -0.2738
P -1.350 -3.698 1.250 -1.604 0.766 -0.207 1.0057
C -1.531 -5.039 -0.017 1.115 -0.345 0.412 -1.3327
C -1.048 -4.393 2.934 -0.027 -0.531 -0.422 -1.2487
H 1.529 -5.264 2.766 0.356 -0.101 0.079 0.3849
H 3.207 -4.722 2.493 -0.061 0.126 -0.036 0.3737
H 1.892 -3.584 2.964 0.391 -0.057 0.044 0.3173
H 0.950 -4.931 0.629 -0.204 0.448 -0.060 0.3706
H 2.576 -4.505 0.263 -0.328 0.373 -0.366 0.3590
H 4.368 -1.538 0.539 -0.224 0.106 -0.077 0.6220
H 3.938 -3.221 0.768 -0.015 0.307 0.209 0.7448
H 3.214 -2.369 -1.968 0.157 0.137 0.057 0.3158
H 6.110 -3.015 -1.516 0.026 0.213 0.039 0.4282
H 5.694 -1.321 -1.229 0.050 0.110 -0.401 0.3830
H 5.457 -2.099 -2.855 -0.102 0.220 0.115 0.2288
H 4.555 -4.528 -0.786 0.250 -0.029 -0.255 0.4650
H 3.884 0.290 0.039 -0.236 -0.088 0.244 0.7236
H 2.581 1.438 -0.078 -0.166 -0.309 0.228 0.8715
H 1.157 -0.102 -2.448 0.019 -0.017 -0.259 0.3411
H 1.572 -0.091 -4.860 0.011 0.063 0.068 0.4127
H 3.785 0.536 -5.722 0.157 0.083 0.078 0.4380
H 5.537 1.183 -4.153 0.015 0.054 0.293 0.3797
H 5.102 1.157 -1.671 0.199 0.019 -0.320 0.4761
H -1.257 2.283 1.839 0.571 -0.514 -0.104 0.2372
H -1.116 3.274 0.398 0.249 -0.397 -0.215 0.5897
H 0.530 3.696 2.717 -0.170 0.089 0.156 0.2531
H 1.470 5.263 1.480 -0.134 0.065 -0.104 0.3866
H -0.142 5.961 1.223 -0.023 -0.158 0.090 0.2321
H 0.507 4.764 0.096 -0.066 -0.185 0.162 0.2460
H -0.749 -4.951 -0.777 -0.262 -0.100 -0.104 0.3805
H -1.421 -6.020 0.459 0.038 0.110 -0.062 0.4366
H -2.517 -5.000 -0.477 0.088 0.244 0.075 0.3367
H -1.973 -4.274 3.503 0.069 0.225 -0.171 0.4053
H -0.900 -5.475 2.832 0.327 0.166 0.196 0.3560
H -0.242 -3.919 3.488 -0.008 -0.077 -0.069 0.3558
C -3.533 8.062 1.029 0.052 0.009 0.011 -1.3568
C -3.354 6.637 1.491 0.121 -0.108 0.097 0.8064
O -2.289 6.223 1.924 -0.130 0.114 -0.071 -0.6218
N -4.428 5.809 1.413 0.046 0.263 -0.096 -0.1332
C -5.765 6.112 0.932 0.153 -0.445 0.179 -0.8638
H -2.593 8.592 1.153 0.026 -0.090 0.040 0.2903
H -3.810 8.090 -0.026 -0.116 0.072 0.040 0.3746
H -4.296 8.564 1.624 -0.064 0.028 -0.120 0.3864
H -4.239 4.875 1.738 -0.026 0.006 0.015 0.2016
H -6.483 5.927 1.732 -0.125 0.113 -0.093 0.2991
H -6.001 5.455 0.093 -0.138 0.124 -0.052 0.2803
H -5.848 7.144 0.610 0.058 0.001 0.018 0.3306
```
Forces are in eV/Å.

Output
2S+1 = 1
M = 708.654 g/mol
Calculated total energy = -85545.5486 eV
Net charge = +1
Frontier orbital gap = 6.7 eV

***

# 2
The following is a DFT calculation (ωB97M-V/def2-TZVPD) of one molecule with the formula C28H38FNO2.

```
70
Properties=species:S:1:pos:R:3:forces:R:3:mulliken_charge:R:1
C 6.153 0.119 -0.342 -0.064 -0.316 0.166 -0.8692
C 5.078 -0.658 -0.069 0.058 0.366 -0.394 -1.1743
C 3.699 -0.084 0.047 -0.347 -0.335 -1.311 1.6392
C 3.381 0.428 1.316 1.180 0.001 -0.830 0.5585
C 4.298 0.414 2.496 0.094 -0.603 -0.375 -0.7930
C 4.464 -0.730 3.203 0.053 0.683 -0.220 -0.7461
C 2.130 1.003 1.456 0.383 -0.114 -0.401 0.1975
C 1.239 1.060 0.388 -0.012 0.102 0.348 0.5825
C 1.504 0.526 -0.865 0.242 -0.059 0.058 -0.1448
C 0.486 0.569 -1.987 0.098 -0.179 0.334 -0.6643
C -0.955 0.161 -1.599 -0.225 -0.027 -0.813 -1.8224
C -2.003 1.168 -2.118 0.437 0.258 0.319 0.3798
C -2.351 0.934 -3.611 0.145 0.365 0.619 -1.6067
C -3.250 1.231 -1.250 -0.710 -0.366 -0.314 -0.6606
C -4.051 -0.114 -1.223 -0.886 1.321 0.719 -0.6661
C -3.933 -0.727 0.156 -0.042 -0.969 0.180 -0.5517
C -4.065 -2.074 0.387 -0.495 0.674 -0.076 0.6346
C -5.388 -2.762 0.077 1.193 0.136 -1.543 -1.3992
C -2.933 -2.919 0.899 -0.802 -0.115 1.344 -1.2556
C 2.787 -0.058 -1.021 -0.595 0.410 0.041 0.2247
C 3.213 -0.675 -2.337 0.004 -0.051 0.391 -1.8416
C 3.001 -2.200 -2.302 0.768 0.476 0.558 0.7006
C 4.104 -3.013 -2.976 -0.548 -0.407 0.229 -1.4190
F 1.743 -2.515 -2.799 -0.049 -0.083 -0.199 -0.3662
C 0.042 1.799 0.933 0.587 -1.169 -0.600 0.3417
O -0.716 2.494 0.324 -0.576 0.328 -0.011 -0.5824
N 0.080 1.571 2.321 -0.159 1.597 0.644 0.1180
C -0.775 2.407 3.184 -0.096 -0.252 -0.099 -0.8217
C -2.255 2.281 2.858 -0.129 0.601 -0.220 0.1691
C -3.145 2.769 4.000 -0.099 -0.003 -0.610 -1.5579
C 1.469 1.635 2.637 -0.292 -1.094 -0.785 -0.1604
O 1.927 2.148 3.609 0.278 0.081 0.710 -0.5815
H 6.205 0.779 -1.203 -0.732 1.243 0.870 0.2728
H 7.005 0.126 0.333 0.797 -1.203 -0.970 0.3081
H 5.206 -1.729 0.088 0.136 0.217 1.583 0.3623
H 4.825 1.340 2.705 -1.212 0.482 1.127 0.4212
H 4.318 -0.750 4.277 1.596 0.151 0.258 0.3054
H 4.740 -1.633 2.668 -1.605 -0.559 0.006 0.2532
H 0.810 -0.109 -2.768 0.084 0.049 -0.110 0.2220
H 0.503 1.574 -2.415 -0.122 0.082 0.023 0.4129
H -1.072 -0.047 -0.538 0.039 0.143 0.096 0.4268
H -1.156 -0.771 -2.133 0.005 -0.266 0.349 0.8773
H -1.530 2.147 -2.048 -0.031 0.096 0.097 0.8072
H -3.396 0.647 -3.697 0.005 -0.216 -0.256 0.4330
H -1.701 0.180 -4.050 -0.113 -0.091 -0.163 0.3219
H -2.216 1.865 -4.158 -0.059 -0.022 -0.193 0.3594
H -3.040 1.520 -0.223 0.340 0.124 -0.031 -0.2118
H -3.894 2.012 -1.661 -0.025 0.049 0.014 0.4907
H -3.592 -0.769 -1.959 -0.324 -0.340 -0.010 0.4509
H -5.079 0.130 -1.515 -0.051 -0.282 -0.232 0.3125
H -3.722 -0.080 1.005 1.681 -0.008 -0.336 0.3600
H -5.347 -3.289 -0.884 -0.329 -0.329 0.123 0.2786
H -5.587 -3.464 0.884 -0.042 -0.105 -0.009 0.4669
H -6.164 -2.008 0.036 -0.205 -0.086 -0.032 0.3560
H -2.678 -2.708 1.945 0.259 0.085 -0.052 0.2927
H -3.241 -3.966 0.872 0.085 -0.068 0.022 0.4454
H -2.054 -2.804 0.273 0.079 0.110 0.018 0.2222
H 4.275 -0.468 -2.450 0.066 -0.075 -0.143 0.5546
H 2.700 -0.228 -3.181 0.003 -0.063 -0.129 0.6607
H 2.986 -2.464 -1.242 -0.173 -0.180 0.016 0.2606
H 4.336 -3.871 -2.347 0.032 -0.101 -0.070 0.3305
H 3.744 -3.412 -3.923 0.185 0.214 -0.210 0.4219
H 5.018 -2.439 -3.080 0.007 0.079 -0.247 0.3520
H -0.610 2.115 4.219 0.250 -0.166 -0.015 0.4556
H -0.428 3.438 3.086 -0.197 0.145 0.100 0.3713
H -2.517 1.273 2.536 0.106 -0.140 0.163 0.1012
H -2.462 2.934 2.012 -0.018 -0.162 -0.187 0.2460
H -3.170 2.089 4.849 0.135 0.107 0.167 0.3744
H -4.157 2.876 3.612 -0.135 -0.111 0.149 0.4241
H -2.837 3.775 4.283 0.086 -0.063 0.353 0.3380
```
Forces are in eV/Å.

Output
2S+1 = 1
M = 439.615 g/mol
Calculated total energy = -37949.0096 eV
SMILES = C=Cc1c(C=C)c2c(c(CC[C@@H](C)CCC=C(C)C)c1C[C@H](C)F)C(=O)N(CCC)C2=O
Frontier orbital gap = 7.2 eV

***

# 3
The following is a DFT calculation (ωB97M-V/def2-TZVPD) of C28H38N12O2PRbS as an isolated structure.

```
83
Properties=species:S:1:pos:R:3:forces:R:3:mulliken_charge:R:1
Rb 0.230 -1.360 0.205 0.097 -0.137 -0.201 0.6457
N -1.446 -5.309 -0.674 -0.068 0.017 -0.028 -0.1165
C -2.351 -4.356 -0.235 -0.066 0.066 -0.063 0.2066
N -3.650 -4.640 -0.153 0.026 -0.030 0.014 -0.5591
N -4.206 -3.489 0.273 0.025 0.002 -0.016 -0.7526
N -3.294 -2.585 0.422 -0.016 0.031 0.006 -0.2680
N -2.081 -3.098 0.099 0.012 -0.059 0.033 0.4217
C -0.077 -5.204 -0.819 0.114 0.015 0.065 0.6663
N 0.656 -6.240 -1.210 -0.024 -0.002 -0.001 -0.6093
N 1.912 -5.745 -1.259 0.035 -0.122 0.097 -0.5626
N 1.922 -4.506 -0.917 -0.092 0.075 -0.035 -0.5902
N 0.651 -4.103 -0.625 -0.012 -0.127 -0.179 0.2113
H -1.833 -6.214 -0.865 0.000 -0.019 0.000 0.1922
C 1.949 3.411 1.337 -0.005 0.007 -0.043 -1.5065
C 1.011 3.295 2.542 -0.005 -0.051 0.003 0.3982
C 0.722 4.685 3.107 -0.032 -0.011 -0.008 -1.4917
P -0.427 2.297 1.969 -0.160 0.286 0.036 1.4415
C -1.334 1.444 3.316 0.020 -0.038 -0.022 0.3930
C -2.665 0.931 2.763 -0.015 0.020 0.004 -1.4300
C -1.517 2.234 4.608 -0.030 0.026 0.026 -1.5102
C -1.598 3.370 1.160 -0.038 -0.053 0.028 -0.1695
C -2.223 4.302 2.004 0.002 -0.019 -0.025 -0.2848
C -3.279 5.103 1.629 0.004 0.014 -0.016 0.0243
C -3.885 6.119 2.558 -0.014 -0.006 -0.011 -1.8965
C -3.753 4.926 0.313 0.019 -0.001 0.022 -0.9500
C -3.193 4.030 -0.549 -0.036 0.022 0.010 -0.4538
C -2.065 3.190 -0.197 0.077 0.073 0.022 1.1172
N -1.511 2.335 -1.025 -0.069 -0.125 0.004 -0.5553
C -2.014 2.266 -2.322 0.150 0.128 -0.080 -0.5630
C -2.877 1.229 -2.709 0.007 0.022 0.032 1.2815
C -3.268 0.186 -1.704 -0.088 0.019 -0.014 -1.6444
C -3.363 1.199 -4.013 -0.111 0.070 0.056 -0.6303
C -3.015 2.156 -4.957 -0.002 0.059 -0.037 0.5802
C -3.554 2.109 -6.366 0.030 -0.058 0.040 -1.8220
C -2.122 3.152 -4.573 -0.042 -0.025 -0.020 -1.3266
C -1.618 3.219 -3.282 -0.016 -0.033 0.051 2.0197
C -0.652 4.297 -2.878 -0.004 -0.006 -0.014 -1.6318
H 2.834 3.987 1.619 -0.002 0.000 0.008 0.4508
H 1.451 3.933 0.515 0.009 -0.008 -0.003 0.2839
H 2.255 2.426 0.990 0.003 0.020 0.004 0.3347
H 1.492 2.681 3.303 0.005 -0.008 0.022 0.4895
H 0.248 5.324 2.362 -0.022 -0.006 0.006 0.2411
H 1.675 5.144 3.384 -0.003 -0.001 0.005 0.5035
H 0.092 4.667 3.997 -0.007 0.001 -0.008 0.2706
H -0.681 0.596 3.521 0.019 0.000 -0.023 0.6391
H -3.344 1.758 2.547 0.003 -0.019 0.005 0.1837
H -3.137 0.274 3.497 0.008 -0.011 -0.004 0.5200
H -2.535 0.353 1.846 -0.012 -0.008 0.012 0.3179
H -2.247 3.037 4.495 0.031 -0.041 0.029 0.2423
H -0.579 2.658 4.972 0.002 0.004 0.006 0.3222
H -1.893 1.558 5.380 -0.012 0.012 0.007 0.4712
H -1.871 4.400 3.026 0.020 0.026 -0.036 0.0436
H -3.596 5.923 3.593 0.006 0.005 0.001 0.3421
H -4.978 6.102 2.514 0.008 0.002 0.010 0.3769
H -3.570 7.142 2.321 -0.009 0.005 0.003 0.3239
H -4.604 5.513 -0.026 0.001 0.010 0.006 0.3278
H -3.610 3.917 -1.543 0.000 -0.004 0.010 0.3863
H -3.693 0.641 -0.807 0.001 -0.018 -0.010 0.4077
H -2.405 -0.392 -1.370 0.023 -0.011 0.007 0.0002
H -3.992 -0.518 -2.114 0.006 0.011 0.027 0.4149
H -4.050 0.402 -4.290 0.012 0.024 0.005 0.3752
H -3.845 1.093 -6.642 -0.012 0.000 0.004 0.3479
H -2.796 2.443 -7.078 -0.026 0.013 -0.033 0.3895
H -4.435 2.744 -6.497 0.015 0.014 0.027 0.3966
H -1.807 3.895 -5.302 0.008 0.002 0.007 0.2336
H -0.405 4.936 -3.728 0.014 -0.011 0.001 0.4636
H 0.265 3.853 -2.481 -0.007 -0.001 0.000 0.2933
H -1.067 4.921 -2.083 0.001 0.013 -0.011 0.2212
C -0.618 -0.056 -5.395 -0.058 0.022 0.005 -1.1693
N -0.880 -1.093 -4.426 0.043 -0.099 0.090 0.2637
C -2.049 -1.828 -4.292 0.024 0.013 -0.033 -0.6577
C -1.859 -2.698 -3.282 0.061 -0.021 0.104 -0.3466
N -0.576 -2.492 -2.810 -0.073 -0.177 0.119 0.5547
C 0.032 -1.502 -3.503 0.065 0.013 -0.214 -0.0985
S 1.591 -0.890 -3.322 -0.011 0.008 0.116 -0.3750
H -1.522 0.107 -5.981 0.062 -0.045 0.020 0.3175
H 0.209 -0.347 -6.045 0.017 -0.011 0.027 0.4157
H -0.356 0.868 -4.883 0.012 0.022 -0.003 0.3282
H -2.918 -1.617 -4.889 0.030 -0.058 -0.006 0.4860
H -2.529 -3.400 -2.817 0.019 -0.023 0.005 0.4164
H -0.115 -3.055 -2.075 -0.039 0.184 -0.137 -0.0859
O 0.083 1.214 0.957 0.057 0.163 0.217 -0.1807
O 0.983 0.629 2.021 0.034 -0.036 -0.125 -0.7583
```
Forces are in eV/Å.

Output
2S+1 = 1
M = 723.203 g/mol
ΔE to the lowest compared entry with this formula, charge and spin = 0.000 eV
Calculated total energy = -72408.7982 eV
Net charge = -2
Frontier orbital gap = 6.0 eV